Below is a structure of composition C14H25ClINOPV in a non-equilibrium geometry, with properties calculated with ωB97M-V/def2-TZVPD.

2S+1: 3
energy relative to the best compared isomer or geometry (same formula, charge and spin): 269.7 kJ/mol
molecular weight: 467.63 u
orbital gap (alpha / beta): 5.1910 / 6.3194 eV
maximum force: 3.8 eV Å⁻¹
charge: +2
HOMO energy (alpha / beta): -14.48 / -14.48 eV
<S²>: 2.26

Each line ends with the Mulliken charge.
Positions of all 45 atoms, in Å:
C 1.477 0.609 -2.864  -0.85
I -0.002 -1.677 -2.916  0.04
H 1.988 0.289 -1.939  -0.07
H 1.674 1.684 -2.914  0.33
H 1.958 0.107 -3.699  0.48
V -1.093 0.608 1.428  -0.05
P 1.873 -0.914 0.740  0.63
C 2.798 -2.012 -0.437  -1.26
C 3.381 -0.022 1.319  -1.21
H 1.461 -1.699 2.978  0.34
H 2.870 -2.575 2.263  0.40
H 1.195 -2.999 1.767  0.39
C 1.859 -2.183 2.079  -1.20
H 3.177 0.441 2.289  0.34
H 4.244 -0.694 1.384  0.45
H 3.791 -2.283 -0.031  0.43
H 3.005 -1.483 -1.369  0.39
H 3.621 0.768 0.601  0.36
H 2.211 -2.899 -0.662  0.37
C 0.017 0.401 -2.694  0.40
O -0.856 1.178 -2.440  -0.46
Cl 0.573 1.426 2.784  -0.41
C -3.376 2.273 3.213  -0.82
N -2.864 0.878 3.051  0.45
C -3.105 0.057 4.269  -0.85
C -3.487 0.149 1.837  -1.21
C -3.721 1.061 0.670  1.53
C -4.991 1.342 0.146  -0.75
C -5.083 2.247 -0.921  -0.60
C -3.920 2.794 -1.471  -0.56
C -2.663 2.524 -0.900  -0.06
C -2.560 1.624 0.136  -0.10
H -4.451 2.261 3.389  0.42
H -3.153 2.848 2.313  0.30
H -2.863 2.751 4.057  0.39
H -1.779 1.003 3.026  0.17
H -4.170 -0.036 4.442  0.42
H -2.667 -0.931 4.113  0.35
H -2.611 0.536 5.122  0.35
H -2.814 -0.725 1.601  0.41
H -4.435 -0.240 2.214  0.57
H -5.897 0.919 0.602  0.40
H -6.065 2.531 -1.285  0.44
H -3.983 3.447 -2.339  0.43
H -1.784 3.050 -1.272  0.45